{
  "formula": "C22H35Cl2N4O3Rh",
  "method": "ωB97M-V/def2-TZVPD",
  "elements": ["O", "C", "C", "C", "H", "C", "H", "C", "H", "C", "H", "C", "H", "H", "C", "C", "H", "H", "H", "C", "C", "H", "H", "H", "H", "Rh", "Cl", "Cl", "H", "H", "C", "C", "N", "H", "C", "O", "H", "H", "H", "H", "H", "H", "C", "C", "N", "H", "C", "O", "H", "H", "H", "H", "C", "C", "C", "C", "N", "N", "C", "H", "H", "H", "H", "H", "H", "H", "H"],
  "positions_angstrom": [[0.9054, 1.6705, -2.9503], [0.9793, 2.8827, -3.0516], [0.9290, 3.6752, -4.3344], [0.9055, 3.0401, -5.5917], [0.9008, 1.9514, -5.6385], [0.8886, 3.7899, -6.7748], [0.8803, 3.2873, -7.7443], [0.8926, 5.1916, -6.7297], [0.8963, 5.7780, -7.6548], [0.8863, 5.8311, -5.4815], [0.8878, 6.9236, -5.4484], [0.8908, 5.0796, -4.3053], [0.8739, 5.5790, -3.3370], [1.0402, 3.5008, -2.1350], [2.5425, 1.6005, -0.4442], [1.5089, 1.0982, 0.4870], [3.5504, 1.4176, -0.0423], [2.4033, 2.6822, -0.5969], [2.4260, 1.0847, -1.3984], [1.6855, 0.9888, 1.8227], [3.0003, 1.0186, 2.5527], [0.8078, 0.8199, 2.4340], [3.7028, 1.7382, 2.1117], [3.4975, 0.0354, 2.5735], [2.8277, 1.2958, 3.6001], [-0.1977, 0.3335, -0.2409], [0.8694, -0.8505, -1.9907], [-1.0833, 2.3508, -1.0584], [-2.6711, 0.1242, -4.3694], [-2.3425, -2.1608, -4.7447], [-2.0739, 0.1087, -3.4501], [-1.8633, -2.3338, -3.7769], [-2.1762, -1.2309, -2.8842], [-2.4346, 0.8594, -2.7449], [-2.3004, -1.4775, -1.5801], [-2.2189, -0.6139, -0.6713], [-2.2442, -3.2558, -3.3267], [-2.4749, -2.5426, -1.3297], [-1.0323, 0.3448, -3.7054], [-0.7779, -2.4267, -3.9261], [-3.4173, 1.0774, 4.2390], [-5.1957, 2.4641, 2.4568], [-2.7579, 1.8570, 3.8255], [-4.2640, 2.9879, 2.2037], [-3.0996, 2.1448, 2.4368], [-1.7157, 1.5349, 3.9060], [-2.4583, 1.5710, 1.4109], [-1.3874, 0.9320, 1.5492], [-4.2841, 3.2639, 1.1465], [-2.9391, 1.7225, 0.4275], [-2.9118, 2.7701, 4.4125], [-4.1977, 3.8926, 2.8172], [1.8112, -4.7763, 0.3816], [0.9343, -3.6821, 0.8253], [-0.0844, -3.6167, 1.7701], [-0.6405, -2.3204, 1.7032], [0.0331, -1.6246, 0.7499], [0.9981, -2.4526, 0.2890], [-1.7879, -1.8286, 2.4838], [2.4861, -5.0899, 1.1883], [1.2137, -5.6511, 0.0932], [2.4194, -4.4769, -0.4798], [-0.4068, -4.4196, 2.4040], [1.5504, -2.1763, -0.5341], [-1.5051, -1.0159, 3.1644], [-2.1618, -2.6555, 3.1024], [-2.6051, -1.4986, 1.8316]],
  "homo_lumo_gap_ha": [0.114, 0.173],
  "total_energy_ha": -2334.79140,
  "multiplicity": 5
}

=====

{
  "formula": "C8H8ClCuNO4",
  "method": "ωB97M-V/def2-TZVPD",
  "elements": ["C", "N", "C", "C", "O", "C", "C", "C", "Cl", "C", "O", "O", "C", "O", "H", "H", "H", "H", "H", "H", "H", "H", "Cu"],
  "positions_angstrom": [[-2.6404, 0.0623, 0.3123], [-1.6488, 0.0538, -0.7945], [-0.9209, -1.2042, -0.9130], [-0.9071, 1.2286, -0.9053], [-1.3973, 2.2770, -1.2275], [0.6261, 1.2166, -0.6716], [1.1904, 0.4078, 0.4352], [2.3268, -0.2895, 0.4026], [3.3935, -0.4768, -0.9099], [2.5119, -0.9717, 1.7347], [3.4784, -1.3739, 2.2603], [1.2371, -0.9406, 2.3130], [0.6310, 0.2067, 1.8168], [-0.0829, 0.9109, 2.4360], [-2.6604, -0.9185, 0.7861], [-3.6380, 0.2691, -0.0787], [-2.4097, 0.8390, 1.0430], [-0.4225, -1.5295, 0.0090], [-0.1454, -1.1503, -1.7001], [-1.6193, -1.9956, -1.1888], [0.9006, 2.2697, -0.5565], [1.1929, 0.9056, -1.5791], [1.0042, 0.2036, -3.0242]],
  "homo_lumo_gap_ha": 0.247,
  "total_energy_ha": -2765.67336,
  "total_charge": 1
}

=====

{
  "formula": "C22H26N2O6P",
  "method": "ωB97M-V/def2-TZVPD",
  "elements": ["N", "C", "O", "C", "C", "C", "C", "C", "C", "C", "P", "O", "O", "O", "N", "H", "H", "H", "H", "H", "H", "H", "H", "H", "H", "H", "H", "H", "H", "H", "H", "H", "H", "C", "C", "C", "C", "C", "C", "C", "O", "C", "C", "C", "C", "C", "C", "C", "O", "H", "H", "H", "H", "H", "H", "H", "H"],
  "positions_angstrom": [[-0.9946, 0.2946, 2.0326], [-2.3758, 0.3987, 2.0559], [-2.9619, 0.6816, 3.0685], [-3.1365, 0.1537, 0.7626], [-2.7687, -1.1114, -0.0125], [-3.2501, -2.4262, 0.6118], [-3.2302, -2.5634, 2.1543], [-1.9318, -3.3164, 2.5273], [-1.1440, -3.2736, 1.2319], [0.0991, -4.1323, 1.1091], [1.4437, -3.2354, 1.9472], [0.9438, -2.2675, 2.9319], [2.2207, -2.5636, 0.7371], [2.4087, -4.3346, 2.5367], [-2.2422, -3.5198, 0.2502], [-0.5974, 0.0902, 1.1240], [-0.6163, -0.3177, 2.7487], [-4.1924, 0.1908, 1.0178], [-2.9478, 1.0039, 0.1050], [-3.2166, -1.0340, -1.0030], [-1.6939, -1.1213, -0.1776], [-4.2475, -2.6959, 0.2812], [-3.4127, -1.6452, 2.6957], [-4.0567, -3.2118, 2.4434], [-2.1702, -4.3635, 2.7281], [-1.4037, -2.9039, 3.3757], [-0.8293, -2.2390, 1.1357], [-0.0395, -5.1265, 1.5325], [0.4135, -4.2527, 0.0712], [2.3211, -1.6110, 0.8865], [2.6301, -5.0302, 1.9025], [-2.6821, -4.4124, 0.4836], [-1.9711, -3.5514, -0.7319], [1.0599, 3.9792, 1.6693], [1.7347, 5.1259, 1.2609], [2.2178, 5.2300, -0.0354], [2.0381, 4.1830, -0.9297], [1.3773, 3.0280, -0.5136], [0.8861, 2.9367, 0.7765], [1.1923, 1.8617, -1.4180], [0.6081, 0.8564, -1.0376], [1.7494, 1.9592, -2.7925], [1.6365, 0.8724, -3.6511], [2.1401, 0.9513, -4.9377], [2.7538, 2.1192, -5.3756], [2.8734, 3.2049, -4.5243], [2.3792, 3.1291, -3.2299], [2.5468, 4.3076, -2.3257], [3.0780, 5.3233, -2.7124], [0.6737, 3.9012, 2.6766], [1.8814, 5.9423, 1.9549], [2.7372, 6.1195, -0.3630], [0.3653, 2.0456, 1.0867], [1.1543, -0.0296, -3.3020], [2.0548, 0.1033, -5.6037], [3.1421, 2.1807, -6.3831], [3.3519, 4.1167, -4.8528]],
  "homo_lumo_gap_ha": 0.316,
  "total_energy_ha": -1756.16432,
  "total_charge": 1
}

=====

{
  "formula": "C19H27NNi",
  "method": "ωB97M-V/def2-TZVPD",
  "elements": ["Ni", "C", "C", "C", "C", "C", "C", "C", "C", "C", "C", "H", "H", "H", "H", "H", "H", "H", "H", "H", "H", "H", "H", "H", "H", "C", "N", "C", "C", "C", "C", "C", "C", "C", "C", "H", "H", "H", "H", "H", "H", "H", "H", "H", "H", "H", "H", "H"],
  "positions_angstrom": [[-0.0298, 1.0450, 0.4722], [3.7811, 3.5559, -0.6241], [2.6263, 2.6543, -1.0821], [3.0878, 1.6773, -2.1554], [2.0238, 1.9841, 0.1292], [1.2796, 2.7526, 1.0549], [0.7726, 2.2176, 2.2469], [0.9233, 0.8555, 2.5513], [0.3771, 0.2546, 3.8110], [1.5730, 0.0608, 1.5774], [2.1298, 0.6099, 0.4018], [4.2122, 4.0697, -1.4814], [4.5670, 2.9610, -0.1555], [3.4542, 4.3113, 0.0906], [1.8402, 3.2902, -1.5039], [3.9067, 1.0488, -1.7992], [3.4643, 2.2302, -3.0140], [2.2754, 1.0366, -2.5052], [1.0895, 3.7957, 0.8305], [0.2096, 2.8539, 2.9183], [-0.4835, -0.3808, 3.5980], [0.0621, 1.0273, 4.5084], [1.1328, -0.3579, 4.3022], [1.6790, -1.0026, 1.7523], [2.6355, -0.0466, -0.2917], [-2.7933, -3.7916, -0.2617], [-1.3889, -3.2868, -0.2195], [-0.4215, -4.4139, -0.3618], [-1.1194, -2.2131, -1.2523], [-1.9138, -0.9643, -1.0024], [-3.1485, -0.7769, -1.6255], [-3.8939, 0.3784, -1.4319], [-3.4261, 1.3848, -0.6047], [-2.1960, 1.2094, 0.0254], [-1.4276, 0.0710, -0.2102], [-2.9251, -4.5254, 0.5292], [-2.9606, -4.2598, -1.2294], [-3.4811, -2.9639, -0.1187], [-1.2486, -2.8585, 0.6973], [-0.5540, -4.8588, -1.3453], [-0.6215, -5.1564, 0.4061], [0.5927, -4.0363, -0.2616], [-1.3571, -2.6579, -2.2185], [-0.0495, -2.0113, -1.2132], [-3.5272, -1.5345, -2.3025], [-4.8458, 0.4901, -1.9324], [-4.0131, 2.2754, -0.4283], [-1.8698, 1.9957, 0.7296]],
  "homo_lumo_gap_ha": [0.288, 0.289],
  "total_energy_ha": -2302.64224,
  "de_lowest_ev": 0.1071,
  "total_charge": 2
}

=====

{
  "formula": "C3H4HoO3",
  "method": "ωB97M-V/def2-TZVPD",
  "elements": ["C", "C", "O", "C", "O", "O", "H", "H", "H", "Ho", "H"],
  "positions_angstrom": [[2.0357, 0.0803, -2.4317], [2.5167, 0.6418, -1.2807], [1.7565, 0.9790, -0.2056], [0.7229, 0.2756, 0.2603], [0.1723, -0.6255, -0.5017], [0.0717, 0.7004, 1.2148], [1.3437, 0.7042, -3.0070], [3.5774, 0.6750, -1.0253], [2.8149, -0.3798, -3.0491], [-1.6685, -1.0823, 1.3941], [0.7362, -0.6606, -1.5894]],
  "homo_lumo_gap_ha": [0.329, 0.134],
  "total_energy_ha": -1289.08168,
  "de_lowest_ev": 0.0614,
  "multiplicity": 5,
  "total_charge": 3
}

=====

{
  "formula": "C15H12F2N2O2",
  "method": "ωB97M-V/def2-TZVPD",
  "elements": ["F", "C", "F", "O", "C", "C", "C", "C", "C", "C", "H", "H", "C", "N", "C", "N", "H", "O", "C", "C", "C", "C", "C", "C", "H", "H", "H", "H", "H", "H", "H", "H", "H"],
  "positions_angstrom": [[-4.0672, -2.3105, 0.3717], [-4.9338, -1.2696, 0.2593], [-4.9762, -0.7300, 1.5078], [-4.5813, -0.4030, -0.6876], [-3.2826, 0.1528, -0.6061], [-2.3550, -0.2189, -1.5667], [-1.0927, 0.3435, -1.5460], [-0.7585, 1.2665, -0.5649], [-1.6919, 1.6262, 0.3942], [-2.9606, 1.0732, 0.3773], [-3.6890, 1.3538, 1.1219], [-1.4185, 2.3378, 1.1575], [0.6273, 1.8824, -0.5584], [1.6241, 0.9261, -0.9371], [2.3998, 0.7623, 0.0642], [2.0372, 1.4926, 1.1856], [2.7369, 2.0326, 1.6814], [0.9949, 2.3614, 0.7528], [3.5299, -0.1538, 0.0909], [3.9821, -0.7036, -1.1074], [5.0583, -1.5694, -1.1092], [5.6896, -1.8964, 0.0808], [5.2378, -1.3592, 1.2754], [4.1630, -0.4894, 1.2858], [3.8016, -0.0862, 2.2199], [5.7252, -1.6200, 2.2031], [6.5317, -2.5724, 0.0784], [5.4078, -1.9920, -2.0393], [3.4736, -0.4357, -2.0197], [0.6369, 2.7403, -1.2528], [-0.3525, 0.0618, -2.2779], [-2.6305, -0.9423, -2.3176], [-5.9333, -1.6722, 0.0311]],
  "homo_lumo_gap_ha": 0.339,
  "total_energy_ha": -1038.48005,
  "smiles": "FC(F)Oc1ccc([C@@H]2N=C(c3ccccc3)NO2)cc1"
}